## A
{"formula": "C3H11N3O", "method": "ωB97M-V with the def2-TZVPD basis set", "species": ["C", "C", "N", "C", "N", "N", "H", "H", "H", "H", "H", "H", "H", "H", "H", "H", "H", "O"], "coordinates": [[-1.9207, 0.4242, 1.2643], [-1.6876, -0.6304, 0.2206], [-0.1948, -0.7462, -0.2110], [0.5417, 0.4122, -0.5166], [0.5246, 0.7270, -1.9007], [1.1460, 1.1708, 0.3927], [-2.7554, 1.0749, 0.9756], [-1.8643, 0.3672, 2.3651], [-1.0541, 1.1614, 0.9433], [-2.3670, -0.3165, -0.6861], [-1.9600, -1.6451, 0.4968], [0.2244, -1.3355, 0.4329], [0.2953, -0.1498, -2.4450], [0.0577, 1.5224, -2.4047], [1.8290, 1.8693, -0.1315], [3.4531, -1.9872, 0.2409], [2.9540, -0.6638, 0.8220], [2.7781, -1.2550, 0.1416]], "s_squared": 0.787, "homo_energy_ha": [-0.56860, -0.54648], "orbital_gap_ev": [11.39, 6.30], "spin_multiplicity": 2, "total_charge": 1}

---

## B
{"formula": "C3H11N3O", "method": "ωB97M-V with the def2-TZVPD basis set", "species": ["C", "C", "N", "C", "N", "N", "H", "H", "H", "H", "H", "H", "H", "H", "H", "H", "H", "O"], "coordinates": [[-0.0168, 3.0147, -0.4059], [-0.6025, 1.7564, -1.0651], [0.3567, 0.6981, -0.8999], [-0.0208, -0.5760, -0.4764], [0.7377, -1.0839, 0.5314], [-1.0385, -1.1557, -0.9631], [-0.4254, 3.1567, 0.6014], [-0.3023, 3.9754, -0.8398], [1.0673, 2.9331, -0.3181], [-1.4890, 1.4977, -0.5312], [-0.7732, 1.8989, -2.1239], [1.2425, 0.8017, -1.4022], [1.6681, -0.7515, 0.7569], [0.4108, -1.8959, 1.0460], [-1.2665, -2.0987, -0.6875], [-0.2026, -4.4691, 2.8224], [0.5820, -4.0360, 1.6133], [0.0725, -3.6659, 2.3416]], "s_squared": 0.776, "homo_energy_ha": [-0.54508, -0.52240], "orbital_gap_ev": [11.67, 6.13], "spin_multiplicity": 2, "total_charge": 1}

---

Of them, the most stable is B and the least stable is A.

---

## A
{"formula": "C3H6NO2S", "method": "ωB97M-V with the def2-TZVPD basis set", "species": ["C", "C", "C", "N", "O", "O", "S", "H", "H", "H", "H", "H", "H"], "coordinates": [[-0.9356, -0.8017, 0.1951], [1.1734, 2.1034, -1.2182], [0.6514, -2.6691, 0.5341], [-0.1845, -1.6979, 0.4386], [-3.2654, -0.7138, 1.3333], [-2.1235, 1.4514, 0.9938], [-2.0199, 0.0708, 1.5246], [1.4351, 3.0763, -0.8204], [1.3036, 2.0978, -2.2934], [0.1443, 1.8820, -0.9644], [1.7038, -2.4645, 0.5949], [1.8113, 1.3510, -0.7698], [0.3060, -3.6856, 0.4518]], "homo_energy_ha": -0.11396, "orbital_gap_ev": 6.91, "total_charge": -1}

---

## B
{"formula": "C3H6NO2S", "method": "ωB97M-V with the def2-TZVPD basis set", "species": ["C", "C", "C", "N", "O", "O", "S", "H", "H", "H", "H", "H", "H"], "coordinates": [[-0.4267, -0.3247, 1.3267], [-0.3476, 1.6662, 0.0326], [0.9958, -0.9281, -1.3289], [-0.7268, 0.2870, 0.2141], [-0.9718, -1.6024, 1.2845], [0.2584, -0.0308, 2.3347], [0.8480, -2.5159, -1.3001], [-1.1544, 2.3270, -0.1161], [0.3344, 2.1046, 0.7917], [0.0584, 1.6677, -0.9744], [0.4806, -0.2223, -2.0393], [1.5682, -0.3473, -0.6841], [-0.9166, -2.0809, 0.4587]], "homo_energy_ha": -0.13650, "orbital_gap_ev": 7.14, "total_charge": -1}

---

Of them, the most stable is B and the least stable is A.

---

## A
{"formula": "C4H11O4", "method": "ωB97M-V with the def2-TZVPD basis set", "species": ["C", "O", "C", "C", "C", "O", "H", "H", "H", "H", "H", "H", "H", "H", "H", "O", "H", "H", "O"], "coordinates": [[1.9802, -0.4062, -1.1845], [3.1374, -0.9191, -0.6387], [0.7662, -0.2982, -0.0926], [-0.5160, 0.2123, -0.7138], [-1.5248, 0.3373, 0.3084], [-2.6377, -0.3108, 0.4112], [1.5726, -0.8236, -2.1594], [2.2440, 0.6660, -1.5897], [1.3038, 0.3207, 0.6938], [0.6852, -1.2831, 0.4090], [0.0200, 1.1335, -1.0369], [-0.8805, -0.5943, -1.4116], [-1.1473, 0.9072, 1.2020], [4.7982, 0.0231, 1.4287], [3.4646, -0.3288, 0.4795], [3.9184, 0.4171, 1.3149], [-5.0882, 1.5337, -0.0212], [-4.3118, 0.4381, 0.2681], [-5.2798, 0.6798, 0.3917]], "homo_energy_ha": -0.15379, "orbital_gap_ev": 7.32, "total_charge": -1}

---

## B
{"formula": "C4H11O4", "method": "ωB97M-V with the def2-TZVPD basis set", "species": ["O", "C", "C", "C", "C", "O", "H", "H", "H", "H", "H", "H", "H", "H", "H", "O", "H", "H", "O"], "coordinates": [[1.7149, 1.2911, 3.0555], [1.6978, 1.3554, 1.6810], [0.5964, 1.1845, 0.7959], [0.9655, 1.1859, -0.6834], [0.2806, 0.0332, -1.4060], [-1.0355, -0.1389, -0.9897], [2.5902, 1.7511, 1.2552], [1.2408, 0.2263, 1.3959], [-0.3938, 1.5072, 1.0007], [2.0660, 1.3633, -0.9327], [0.6140, 2.0268, -1.1746], [1.0362, -0.9609, -1.4701], [0.2857, 0.3005, -2.6278], [-2.7791, -2.0699, -1.9664], [-1.6086, -0.9640, -1.9553], [-2.1630, -1.6225, -2.5721], [-1.3256, -1.8037, 1.6332], [-1.1786, -1.6153, 0.1338], [-1.2401, -2.3191, 0.8042]], "homo_energy_ha": -0.17120, "orbital_gap_ev": 8.29, "total_charge": -1}

---

Of them, the most stable is A and the least stable is B.

---

## A
{"formula": "C3H5PS", "method": "ωB97M-V with the def2-TZVPD basis set", "species": ["C", "C", "C", "P", "S", "H", "H", "H", "H", "H"], "coordinates": [[1.7017, -1.5441, 0.3886], [-0.4848, 0.0510, -0.2244], [-1.0842, 1.4177, -0.2349], [1.3041, -0.0313, -0.5727], [-1.4221, -1.2691, 0.0079], [2.7216, -1.8761, 0.4099], [0.9332, -2.0563, 0.9332], [-0.6463, 2.0200, 0.5643], [-0.8614, 1.9213, -1.1772], [-2.1617, 1.3668, -0.0947]], "homo_energy_ha": [-0.31082, -0.31081], "orbital_gap_ev": [7.30, 7.30], "smiles": "C=PC(C)=S"}

---

## B
{"formula": "C3H5PS", "method": "ωB97M-V with the def2-TZVPD basis set", "species": ["C", "C", "C", "P", "S", "H", "H", "H", "H", "H"], "coordinates": [[0.9382, 1.3858, 0.2452], [0.0358, 0.1782, -0.3000], [0.2973, -1.0074, 0.5060], [2.4323, 0.9580, 0.9636], [2.1265, -1.1070, 0.9673], [0.7595, 2.4755, 0.2898], [-1.0657, 0.5953, -0.1212], [0.2186, 0.1139, -1.3796], [-0.2883, -1.1861, 1.3609], [0.2663, -1.9633, -0.0839]], "homo_energy_ha": -0.30391, "orbital_gap_ev": 8.64, "smiles": "C1=PSCC1"}

---

Of them, the most stable is B and the least stable is A.

---

## A
{"formula": "C3H5PS", "method": "ωB97M-V with the def2-TZVPD basis set", "species": ["C", "C", "C", "P", "S", "H", "H", "H", "H", "H"], "coordinates": [[1.7848, -0.2861, -0.4660], [0.2321, -0.3256, 0.7764], [-0.7365, 0.6850, 0.3546], [2.0578, 0.1426, 1.1266], [-1.5789, 0.3860, -1.2723], [2.1182, -0.7500, -1.3926], [-0.0947, -1.2992, 0.8729], [-0.2095, 1.6067, 0.1226], [-1.6263, 0.7533, 0.9420], [-1.9470, -0.9126, -1.0641]], "homo_energy_ha": -0.30978, "orbital_gap_ev": 8.33}

---

## B
{"formula": "C3H5PS", "method": "ωB97M-V with the def2-TZVPD basis set", "species": ["C", "C", "C", "P", "S", "H", "H", "H", "H", "H"], "coordinates": [[-0.1607, 0.2082, 0.6204], [0.0915, -1.0615, -0.1355], [1.2232, -0.2111, 0.2252], [-0.9186, 1.6586, -0.2327], [1.2409, -1.8296, 1.0299], [-0.4284, 0.1394, 1.6733], [-0.2851, -1.4757, -1.0468], [2.0206, 0.2588, -0.3100], [-2.1886, 1.0907, -0.3052], [-0.5948, 1.2223, -1.5186]], "homo_energy_ha": -0.31515, "orbital_gap_ev": 9.56, "smiles": "P[C@@H]1[C@H]2S[C@@H]12"}

---

Of them, the most stable is B and the least stable is A.

---

## A
{"formula": "C5H8NO", "method": "ωB97M-V with the def2-TZVPD basis set", "species": ["C", "C", "C", "C", "C", "N", "O", "H", "H", "H", "H", "H", "H", "H", "H"], "coordinates": [[-0.3726, 1.6995, -0.1425], [0.3939, 0.8346, -0.8041], [-1.5553, 0.9650, 0.4410], [-0.1067, -0.5969, -0.6235], [0.9263, -1.5415, 0.1478], [-1.3299, -0.4776, 0.3274], [-2.4712, -0.9782, -0.2885], [-0.2348, 2.7523, -0.1983], [1.1954, 0.8628, -1.4772], [-1.7329, 1.1068, 1.5178], [-2.4034, 1.2212, -0.2664], [-0.3170, -1.2637, -1.5308], [1.1495, -1.0006, 0.9745], [1.7633, -1.8789, -0.4059], [0.5437, -2.5528, 0.2991]], "homo_energy_ha": -0.04913, "orbital_gap_ev": 5.48, "total_charge": -1, "smiles": "C[C@@H]1C=CCN1[O-]"}

---

## B
{"formula": "C5H8NO", "method": "ωB97M-V with the def2-TZVPD basis set", "species": ["C", "C", "C", "C", "C", "N", "O", "H", "H", "H", "H", "H", "H", "H", "H"], "coordinates": [[0.0494, -0.5897, 2.6059], [0.0550, -0.4296, 1.4038], [1.1310, -0.7525, -0.8254], [-1.3142, -0.1256, -0.6279], [0.1017, -0.0572, 0.0094], [0.5587, 1.5248, -0.1224], [0.0777, 1.9804, -1.3116], [0.1288, -0.5059, 3.6486], [0.9416, -1.9177, -0.5842], [1.0843, -0.4997, -1.9701], [2.2082, -0.5094, -0.3551], [-1.1954, 0.6778, -1.3153], [-1.6321, -1.0325, -1.2041], [-2.1003, 0.1349, 0.0550], [-0.0941, 2.1020, 0.5934]], "homo_energy_ha": -0.06560, "orbital_gap_ev": 5.87, "total_charge": -1, "smiles": "C#CC(C)(C)N[O-]"}

---

Of them, the most stable is A and the least stable is B.